[1]
Formula: C5H12N2
Source: OMol25
Level of theory: ωB97M-V/def2-TZVPD

Output
Total charge: +2
Structure (SMILES): C=[NH+]/C=C/CC[NH3+]

Structure (XYZ):
```
19
Properties=species:S:1:pos:R:3:forces:R:3
N -2.0638 1.3617 2.0216 0.262 -0.508 0.111
N 1.1395 -1.9016 -1.7589 -0.132 -0.061 0.089
C 0.2074 -0.3618 -0.1580 -0.117 0.185 -0.041
C -0.1924 1.0240 0.2936 0.338 0.260 -0.404
C 2.0464 -2.1718 -2.6101 0.274 -0.141 -0.347
C -0.5821 1.1538 1.7626 0.131 -0.094 0.094
C 0.8018 -0.5831 -1.3244 -0.208 0.093 0.563
H 2.6274 -1.3784 -3.0502 0.059 0.305 -0.029
H 0.5910 -2.6717 -1.3716 0.138 0.076 0.033
H -0.2512 0.2790 2.3183 -0.253 -0.051 0.142
H -0.9157 1.4232 -0.4159 -0.580 -0.051 0.181
H 2.2670 -3.1856 -2.9228 -0.239 -0.114 0.197
H 0.6211 1.7259 0.1244 0.393 -0.111 0.080
H -2.5997 0.4899 2.0426 0.019 -0.019 -0.241
H -0.0241 -1.1645 0.5303 0.001 -0.314 -0.116
H -2.4692 1.9736 1.3104 -0.142 0.147 0.210
H -0.1011 2.0011 2.2374 0.072 0.188 -0.148
H -2.1782 1.7630 2.9558 -0.168 0.281 -0.101
H 1.0756 0.2235 -1.9850 0.152 -0.072 -0.273
```
Positions in Å, forces in eV/Å.

Atom charges from the natural (NBO) analysis, given in e for atoms 1 to 4: -0.668 -0.404 -0.115 -0.497

***

[2]
Formula: C5H12N2O
Source: OMol25
Level of theory: ωB97M-V/def2-TZVPD

Structure (XYZ):
```
20
Properties=species:S:1:pos:R:3:forces:R:3
O -2.6117 -0.4812 -0.1216 -0.508 0.221 0.120
N 0.8494 -0.0688 0.5471 -0.059 -0.498 -0.231
N 1.1448 -0.3273 1.9129 0.050 -0.473 -0.066
C -0.8863 1.6443 -0.5868 -0.163 -0.250 0.099
C -0.3278 -0.8546 -0.1525 2.112 1.415 1.233
C -0.2843 -1.9659 -0.8412 -0.051 0.118 0.194
C 2.0449 0.2659 -0.2215 -0.093 0.026 0.122
C -0.7937 0.4146 0.2825 -1.601 -0.521 -1.107
H -0.5457 1.4569 -1.6038 0.037 -0.027 0.032
H -0.3296 2.4739 -0.1477 0.066 -0.023 -0.021
H -3.0535 -0.4499 -0.9776 -0.066 0.217 0.038
H 1.7656 0.5048 -1.2445 -0.054 -0.010 -0.013
H -1.9443 1.8962 -0.6176 0.077 0.075 -0.031
H -1.2003 0.4978 1.2874 0.235 -0.124 -0.125
H -1.2153 -2.3268 -1.2496 0.053 -0.042 -0.091
H 2.5434 1.1234 0.2332 -0.030 -0.035 -0.030
H 0.8084 0.4489 2.4766 -0.051 -0.100 -0.102
H 0.6575 -1.1708 2.2024 0.081 0.087 -0.012
H 2.7277 -0.5844 -0.2107 0.037 0.016 -0.063
H 0.6507 -2.4970 -0.9669 -0.070 -0.071 0.056
```
Positions in Å, forces in eV/Å.

Atom charges from the natural (NBO) analysis, given in e for atoms 1 to 4: -1.169 -0.240 -0.650 -0.640

***

[3]
Formula: C5H12N2O
Source: OMol25
Level of theory: ωB97M-V/def2-TZVPD

Output
Structure (SMILES): CC[C@H](C)NC(N)=O

Structure (XYZ):
```
20
Properties=species:S:1:pos:R:3:forces:R:3
O -1.4929 1.4104 -0.7575 -1.036 -0.653 1.244
N -0.2063 0.0099 0.3969 0.352 -0.102 -0.084
N -2.2374 0.8251 1.3850 0.993 -0.290 -2.109
C 2.0173 1.0320 -0.1363 1.116 1.570 -1.631
C -1.3602 0.7320 0.2689 0.462 1.740 0.126
C 0.8722 -2.3738 0.2434 -0.491 -0.193 -1.699
C 0.8669 0.0404 -0.6203 -2.213 2.497 -1.818
C 1.1256 -1.3659 -0.9750 1.471 -3.085 0.467
H 1.5463 -3.1586 0.0890 1.600 -1.175 -0.106
H 0.0957 -0.5935 1.1483 -1.139 0.518 0.287
H 1.2083 -1.9250 1.2204 -0.983 -0.702 -0.793
H -2.0754 0.3719 2.2469 0.331 -0.431 0.564
H 2.1263 -1.5829 -1.3229 1.198 0.653 0.754
H 0.3228 0.4012 -1.6697 1.608 0.170 3.126
H -2.9813 1.4919 1.3468 -0.041 0.093 -0.281
H 2.4699 1.4730 -1.1201 -0.263 -1.123 1.627
H 0.7656 -1.7099 -1.9603 -1.528 0.217 0.776
H -0.0675 -3.0240 0.1124 0.649 1.889 1.052
H 1.5721 2.0139 0.2500 0.263 -1.698 -0.035
H 2.9358 0.7256 0.5612 -2.352 0.107 -1.466
```
Positions in Å, forces in eV/Å.

Atom charges from the natural (NBO) analysis, given in e for atoms 1 to 4: -0.671 -0.662 -0.861 -0.655

***

One value per record, in order, for orbital gap: 9.9; 8.0; 10.1 eV.
One value per record, in order, for HOMO level: -18.06; -7.37; -9.27 eV.
One value per record, in order, for relative energy (zero: lowest compared OMol25 entry of this formula, charge and spin): 0.0; 160.9; 57.7 kcal/mol.